Record 1
A molecular structure, C68H61AsAuN5OSi in a non-equilibrium geometry, computed with ωB97M-V/def2-TZVPD.

Geometry as ORCA input:
```
! wB97M-V def2-TZVPD RIJCOSX def2/J DEFGRID3
* xyz 0 1
Au -0.23 0.07 -0.25
C 8.56 10.46 0.25
O 8.94 9.11 0.19
C 7.97 8.17 0.06
C 6.61 8.44 -0.04
C 5.71 7.40 -0.18
C 6.14 6.07 -0.22
C 7.50 5.81 -0.11
C 8.41 6.84 0.03
C 5.13 5.04 -0.35
N 3.84 5.30 -0.40
C 3.21 4.10 -0.44
C 4.16 3.07 -0.43
N 5.37 3.69 -0.39
C 3.80 1.70 -0.43
C 4.70 0.65 -0.53
C 4.20 -0.66 -0.53
C 2.84 -0.86 -0.42
N 1.96 0.13 -0.32
C 2.40 1.43 -0.33
C 1.44 2.45 -0.26
N 0.11 2.11 -0.06
C -0.79 3.09 0.04
C -0.50 4.42 -0.15
C 0.83 4.80 -0.39
C 1.81 3.83 -0.40
H 9.48 11.03 0.38
H 7.89 10.65 1.09
H 8.06 10.78 -0.68
H 6.24 9.45 -0.01
H 4.66 7.59 -0.25
H 7.88 4.80 -0.11
H 9.47 6.65 0.12
H 6.27 3.24 -0.36
H 5.76 0.83 -0.61
H 4.86 -1.51 -0.63
H 2.42 -1.85 -0.42
H -1.79 2.78 0.27
H -1.29 5.15 -0.09
H 1.11 5.84 -0.52
C -5.18 -0.80 3.40
C -5.34 -1.61 2.29
C -4.56 -1.40 1.17
C -3.59 -0.41 1.14
C -3.44 0.40 2.27
C -4.24 0.22 3.38
Si -2.61 -0.02 -0.45
C -3.18 -1.31 -1.74
C -3.21 -2.67 -1.44
C -3.66 -3.60 -2.36
C -4.05 -3.19 -3.62
C -3.99 -1.85 -3.96
C -3.56 -0.92 -3.02
C -3.47 1.60 -1.00
C -4.58 2.08 -0.32
C -5.21 3.25 -0.69
C -4.75 3.97 -1.77
C -3.66 3.50 -2.48
C -3.02 2.34 -2.09
H -5.78 -0.97 4.28
H -6.08 -2.40 2.29
H -4.73 -2.00 0.29
H -2.69 1.18 2.27
H -4.16 0.88 4.23
H -2.88 -3.01 -0.47
H -3.70 -4.64 -2.09
H -4.39 -3.91 -4.35
H -4.28 -1.52 -4.95
H -3.52 0.12 -3.30
H -4.96 1.53 0.53
H -6.06 3.61 -0.12
H -5.24 4.89 -2.07
H -3.29 4.06 -3.34
H -2.14 2.01 -2.63
C 4.62 -1.38 7.83
C 3.90 -0.65 6.73
C 3.84 -1.17 5.44
C 3.11 -0.55 4.44
C 3.16 -1.13 3.06
C 2.38 0.61 4.72
As 1.06 1.16 3.30
N -0.19 -0.05 3.21
C -0.44 -1.29 3.66
C 0.12 -1.84 4.84
C -0.32 -3.04 5.34
C -1.31 -3.76 4.68
C -1.83 -3.27 3.50
C -1.41 -2.07 2.99
C -0.11 2.65 3.92
C 0.08 3.93 3.38
C 1.39 4.37 2.81
C -0.94 4.88 3.49
C -2.11 4.61 4.17
C -3.21 5.63 4.28
C -2.22 3.39 4.82
C -1.24 2.41 4.71
C -1.41 1.17 5.53
C 2.55 1.22 5.97
C 2.00 2.57 6.31
C 3.29 0.57 6.96
H 5.01 -2.33 7.47
H 3.93 -1.58 8.65
H 5.44 -0.78 8.22
H 4.37 -2.09 5.22
H 3.52 -2.16 3.08
H 3.85 -0.54 2.44
H 2.18 -1.11 2.57
H 0.86 -1.27 5.38
H 0.11 -3.42 6.26
H -1.66 -4.70 5.09
H -2.58 -3.84 2.96
H -1.81 -1.70 2.06
H 1.97 3.53 2.42
H 1.98 4.84 3.60
H 1.25 5.10 2.02
H -0.80 5.85 3.04
H -3.05 6.44 3.58
H -3.23 6.04 5.29
H -4.18 5.18 4.08
H -3.09 3.19 5.42
H -1.93 1.41 6.46
H -0.45 0.72 5.77
H -2.01 0.44 4.98
H 1.58 3.06 5.43
H 2.79 3.20 6.71
H 1.22 2.50 7.07
H 3.37 1.03 7.93
C 0.34 -4.63 -0.97
C 0.58 -4.06 0.26
C 0.34 -2.72 0.48
C -0.16 -1.90 -0.53
C -0.36 -2.47 -1.78
C -0.13 -3.82 -2.00
H 0.51 -5.68 -1.14
H 0.98 -4.66 1.07
H 0.55 -2.30 1.45
H -0.72 -1.87 -2.61
H -0.30 -4.24 -2.98
*
```

Energy, eV: -153413.16017
LUMO energy (alpha / beta), eV: -1.414 / -1.414

Record 2
A molecular structure, C4H11N2Se in a non-equilibrium geometry, computed with ωB97M-V/def2-TZVPD.

Geometry as ORCA input:
```
! wB97M-V def2-TZVPD RIJCOSX def2/J DEFGRID3
* xyz 1 3
C 1.49 0.03 0.47
C -1.02 1.42 0.48
C 0.59 -0.34 -0.71
C -0.87 -0.46 -0.31
N 0.67 0.58 -1.84
N -1.12 -1.25 0.90
Se 0.49 1.31 1.75
H 1.82 -0.87 1.01
H 2.32 0.47 0.02
H -0.59 1.92 -0.44
H -1.93 1.75 0.97
H 1.13 -1.20 -1.22
H -1.55 -0.79 -1.02
H 1.62 0.52 -2.25
H 0.44 1.55 -1.50
H -0.40 -1.14 1.56
H -1.09 -2.32 0.74
H -1.98 -1.18 1.40
*
```

Energy, eV: -72639.48507
LUMO energy (alpha / beta), eV: -3.553 / -6.917
<S²>: 2.015

Record 3
A molecular structure, C34H34FeNO3P2Te in a non-equilibrium geometry, computed with ωB97M-V/def2-TZVPD.

Geometry as ORCA input:
```
! wB97M-V def2-TZVPD RIJCOSX def2/J DEFGRID3
* xyz -1 5
Fe 1.62 0.06 -1.84
C 0.30 0.75 -4.92
O 1.51 0.30 -4.18
C 2.15 -0.78 -4.83
C 3.40 -1.14 -4.01
O 3.03 -1.22 -2.63
C 4.27 -1.38 -1.88
H 0.61 1.09 -5.91
H -0.13 1.59 -4.39
H -0.43 -0.08 -5.01
H 2.46 -0.47 -5.84
H 1.46 -1.63 -4.89
H 4.14 -0.35 -4.13
H 3.80 -2.11 -4.32
H 4.77 -2.31 -2.19
H 4.05 -1.42 -0.82
H 4.92 -0.52 -2.06
Te 0.51 2.67 2.46
C -1.20 1.97 3.48
C -1.12 1.44 4.76
C -2.28 0.97 5.37
N -3.47 1.00 4.78
C -3.55 1.51 3.55
C -2.45 2.00 2.86
C 0.09 1.04 1.05
P -0.31 1.79 -0.99
C -1.31 0.21 -1.42
C -2.34 -0.17 -0.55
C -3.12 -1.29 -0.78
C -2.87 -2.07 -1.89
C -1.85 -1.72 -2.74
C -1.06 -0.59 -2.50
C -1.72 3.07 -0.92
C -3.06 2.88 -1.26
C -3.99 3.92 -1.17
C -3.59 5.18 -0.75
C -2.25 5.39 -0.43
C -1.33 4.36 -0.52
P 1.83 -0.18 0.93
C 2.24 -0.60 2.75
C 1.31 -0.99 3.71
C 1.70 -1.24 5.02
C 3.03 -1.11 5.39
C 3.97 -0.71 4.44
C 3.56 -0.46 3.14
C 1.07 -1.86 0.38
C 1.64 -2.68 -0.60
C 1.07 -3.90 -0.93
C -0.09 -4.33 -0.31
C -0.67 -3.53 0.66
C -0.10 -2.32 0.99
H -0.17 1.39 5.27
H -2.23 0.56 6.37
H -4.53 1.53 3.08
H -2.56 2.40 1.86
H -2.54 0.44 0.32
H -3.91 -1.56 -0.10
H -3.47 -2.96 -2.09
H -1.65 -2.34 -3.62
H -0.27 -0.40 -3.11
H -3.42 1.92 -1.61
H -5.03 3.74 -1.43
H -4.31 5.99 -0.67
H -1.92 6.38 -0.11
H -0.29 4.55 -0.28
H 0.26 -1.07 3.46
H 0.96 -1.54 5.76
H 3.34 -1.30 6.41
H 5.01 -0.60 4.72
H 4.30 -0.14 2.40
H 2.51 -2.39 -1.09
H 1.53 -4.52 -1.69
H -0.53 -5.29 -0.57
H -1.58 -3.86 1.15
H -0.59 -1.70 1.74
O 0.89 0.75 -0.24
*
```

Energy, eV: -103690.35802
LUMO energy (alpha / beta), eV: 2.059 / 2.064
<S²>: 6.075

Record 4
2 unconnected molecules or ions with the total composition C4H12N4 in a non-equilibrium geometry, computed with ωB97M-V/def2-TZVPD.

Geometry as ORCA input:
```
! wB97M-V def2-TZVPD RIJCOSX def2/J DEFGRID3
* xyz 2 1
C -2.60 -1.19 0.32
C -2.23 0.18 0.25
C 3.45 0.68 0.20
C 2.16 0.37 0.17
N -2.69 -2.05 -0.66
N -2.25 0.70 -0.94
N -1.89 0.87 1.36
N 4.51 0.00 -0.50
H -2.78 -1.59 1.29
H 1.66 1.10 0.69
H 3.76 1.46 0.92
H 1.63 -0.34 -0.51
H -2.39 -1.84 -1.60
H -2.58 0.18 -1.76
H -1.87 1.65 -1.01
H -2.03 0.46 2.33
H -1.62 1.80 1.20
H -3.19 -2.91 -0.47
H 4.40 -0.75 -1.22
H 5.49 0.36 -0.37
*
```

Energy, eV: -10284.39851
LUMO energy (alpha / beta), eV: -7.272 / -10.682

What are the ΔE to the lowest compared entry with this formula, charge and spin values for these records? In order: 9.2, 1.7, 170.3, 34.6 kcal/mol.